{
  "formula": "C6H14NO",
  "method": "ωB97M-V with the def2-TZVPD basis set",
  "relative_energy_kcal_mol": 104.6,
  "fmax_ha_per_bohr": 0.0834,
  "gap_ha": 0.1502,
  "mol_weight_da": 116.184,
  "total_charge": 1,
  "species": ["O", "C", "C", "C", "C", "C", "C", "N", "H", "H", "H", "H", "H", "H", "H", "H", "H", "H", "H", "H", "H", "H"],
  "positions_angstrom": [[-1.754394, 0.414684, -0.231623], [-0.866545, 0.876255, -0.891150], [0.370331, 0.184477, -1.271825], [0.699024, -1.088685, -0.587634], [1.142472, -0.896284, 0.914474], [1.743807, 0.475491, 1.136628], [2.702167, 0.912287, 0.057855], [-4.700373, -0.418847, 0.008871], [-0.986836, 1.909413, -1.328047], [0.454342, 0.247390, -2.356812], [-0.183523, -1.744724, -0.558821], [1.462100, -1.678513, -1.108917], [0.264685, -1.038984, 1.562799], [1.794225, -1.735275, 1.188410], [0.950899, 1.247253, 1.123578], [2.176826, 0.472470, 2.139270], [2.137862, 0.892889, -0.922801], [3.460600, 0.166475, -0.213272], [3.143833, 1.873476, 0.284242], [-5.297867, -1.113757, 0.432055], [-3.775077, -0.501925, 0.412300], [-4.938558, 0.544432, 0.210421]],
  "atomic_forces_ev_per_a": [[0.817, -0.852, -0.074], [-1.094, 3.792, 0.437], [-0.750, -4.216, -0.199], [1.528, 0.513, -0.020], [-1.039, -0.485, 0.326], [-0.279, 0.307, 0.095], [0.054, -1.167, 0.324], [1.016, 0.220, -0.261], [0.131, -0.723, 0.187], [1.081, 0.333, -0.028], [-0.435, 0.494, -0.105], [-0.152, 0.462, -0.199], [0.221, 0.266, -0.203], [0.150, 0.359, -0.333], [0.153, -0.378, 0.488], [0.213, 0.178, -0.130], [-0.543, 0.715, -0.397], [0.111, 0.142, 0.345], [-0.099, 0.297, -0.532], [-0.263, 0.398, 0.186], [-0.087, -0.383, -0.011], [-0.732, -0.270, 0.104]]
}



{
  "formula": "C49H82AsGeN2PRuSe2Si4",
  "method": "ωB97M-V with the def2-TZVPD basis set",
  "relative_energy_kcal_mol": 0.0,
  "fmax_ha_per_bohr": 0.0252,
  "gap_ha": [0.2434, 0.2462],
  "mol_weight_da": 1249.049,
  "multiplicity": 2,
  "total_charge": 1,
  "species": ["Ru", "C", "C", "C", "C", "C", "C", "C", "P", "C", "C", "C", "C", "C", "C", "C", "C", "C", "C", "C", "C", "C", "C", "H", "H", "H", "H", "H", "H", "H", "H", "H", "H", "H", "H", "H", "H", "H", "H", "H", "H", "H", "H", "C", "Si", "C", "C", "Si", "Si", "C", "C", "C", "Si", "C", "C", "C", "H", "H", "H", "H", "H", "H", "H", "H", "H", "H", "H", "H", "H", "H", "H", "H", "H", "H", "H", "H", "H", "H", "H", "H", "H", "H", "H", "C", "Ge", "C", "C", "C", "Se", "C", "H", "H", "H", "H", "H", "H", "H", "H", "H", "H", "H", "H", "H", "H", "C", "As", "C", "C", "C", "C", "C", "C", "C", "C", "H", "H", "H", "H", "H", "H", "H", "H", "H", "H", "H", "H", "H", "C", "N", "C", "C", "N", "C", "C", "Se", "H", "H", "H", "H", "H", "H", "H", "H"],
  "positions_angstrom": [[0.299370, -0.842644, -0.026252], [3.875508, -3.431070, -3.678657], [2.989268, -4.148945, -2.687368], [3.036867, -5.543259, -2.706375], [2.232590, -6.321699, -1.893238], [1.339588, -5.710598, -1.031081], [1.284846, -4.328384, -0.975820], [2.102612, -3.532846, -1.779783], [1.871056, -1.733672, -1.553370], [3.430895, -0.921993, -2.085853], [3.395997, -0.079796, -3.201634], [4.540350, 0.546994, -3.666276], [5.747746, 0.330307, -3.021032], [5.790559, -0.496554, -1.911828], [4.644878, -1.115950, -1.421662], [4.745924, -2.000471, -0.224430], [0.716358, -1.247504, -2.852682], [0.333920, -1.988440, -3.968398], [-0.602929, -1.461924, -4.842021], [-1.153824, -0.204074, -4.599746], [-0.782974, 0.521621, -3.479784], [0.158447, 0.001180, -2.592341], [0.593844, 0.683324, -1.345682], [4.169574, -4.123815, -4.465564], [4.786773, -3.051052, -3.213014], [3.379696, -2.583262, -4.145284], [3.723664, -6.024526, -3.392681], [2.301889, -7.401302, -1.938406], [0.704867, -6.311152, -0.394547], [0.619326, -3.847873, -0.269026], [2.468954, 0.081238, -3.734815], [4.486256, 1.194517, -4.531893], [6.652057, 0.807432, -3.376960], [6.730645, -0.656684, -1.394979], [5.654609, -1.794416, 0.342449], [4.762883, -3.054343, -0.512992], [3.893765, -1.861202, 0.444036], [0.769051, -2.963800, -4.152561], [-0.898314, -2.022685, -5.719373], [-1.886170, 0.204432, -5.285363], [-1.198256, 1.506055, -3.309912], [0.085872, 1.614466, -1.129225], [1.668934, 0.813610, -1.228162], [0.737144, -4.371771, 2.909697], [2.063637, -3.052945, 2.837368], [3.405288, -3.912770, 1.856433], [2.744075, -2.924809, 4.572504], [1.426270, -0.804378, 2.111241], [0.215251, -0.325649, 4.142581], [1.284995, 0.057831, 5.632583], [-0.964941, -1.669111, 4.713507], [-0.835824, 1.176460, 3.748047], [3.282965, 0.662260, 2.348793], [2.837373, 2.225570, 3.263352], [4.644208, -0.206384, 3.290367], [3.979900, 1.259688, 0.719455], [1.197840, -5.230360, 3.412576], [0.439319, -4.675285, 1.904510], [-0.162365, -4.088769, 3.454046], [3.445998, -4.957616, 2.185026], [4.391108, -3.475736, 2.029863], [3.210653, -3.916010, 0.786828], [3.194088, -3.897681, 4.801465], [1.968210, -2.738862, 5.315890], [3.515752, -2.165718, 4.681836], [1.935149, -0.768845, 5.912927], [0.600596, 0.242992, 6.467670], [1.916155, 0.936309, 5.520818], [-0.474121, -2.379050, 5.387519], [-1.368274, -2.231568, 3.877020], [-1.791589, -1.205441, 5.263935], [-0.218648, 2.041680, 3.495042], [-1.492268, 1.462973, 4.577672], [-1.459260, 0.968523, 2.873912], [2.358433, 2.083211, 4.227852], [2.169777, 2.830083, 2.655387], [3.760130, 2.795280, 3.420681], [4.391626, -0.321413, 4.347272], [5.559493, 0.393626, 3.235170], [4.860040, -1.196393, 2.881359], [3.264732, 1.188361, -0.100293], [4.872460, 0.708239, 0.432608], [4.260008, 2.311635, 0.815952], [2.057605, 6.249861, -1.251831], [2.528336, 6.258412, 0.633305], [2.561023, 8.074986, 1.319178], [4.244798, 5.377732, 0.850156], [1.241549, 5.256541, 1.727269], [0.558412, 3.602774, 0.923086], [-0.777630, 4.520371, -0.150842], [2.913067, 6.605316, -1.829843], [1.214508, 6.908025, -1.466897], [1.818929, 5.237998, -1.584526], [3.271014, 8.691274, 0.765030], [2.849574, 8.085888, 2.371611], [1.572589, 8.529003, 1.229180], [5.045783, 5.962530, 0.394489], [4.216870, 4.401808, 0.363263], [4.480760, 5.236475, 1.906566], [0.370561, 5.854798, 1.998279], [1.734388, 4.973714, 2.658071], [-0.344992, 5.434609, -0.547418], [-1.651093, 4.757765, 0.452683], [-1.062060, 3.882063, -0.981060], [-3.001380, 2.035007, -0.909201], [-2.246226, 0.457561, -0.031756], [-3.479495, 0.462215, 1.462850], [-3.077901, -0.805548, -1.346243], [-4.577153, -0.914270, -1.336665], [-5.247034, -1.743630, -0.438496], [-6.632323, -1.792985, -0.399833], [-7.384100, -1.001953, -1.259623], [-6.734432, -0.187494, -2.174636], [-5.345636, -0.149795, -2.213710], [-4.026079, 1.782097, -1.177962], [-2.455697, 2.322805, -1.803500], [-3.014099, 2.870129, -0.214399], [-4.483178, 0.198417, 1.131389], [-3.490000, 1.475980, 1.864251], [-3.135706, -0.223518, 2.229788], [-2.602517, -1.770394, -1.199612], [-2.760007, -0.413318, -2.308721], [-4.665818, -2.357112, 0.230542], [-7.129600, -2.445813, 0.308157], [-8.465437, -1.026123, -1.220943], [-7.308225, 0.421917, -2.861510], [-4.849080, 0.468406, -2.954491], [-2.185071, -5.171326, -0.771082], [-3.069506, -4.807082, 0.324241], [-4.211305, -5.510835, 0.666722], [-4.756733, -4.881306, 1.720847], [-3.943790, -3.800761, 2.015999], [-4.243826, -2.827363, 3.063030], [-2.900775, -3.757910, 1.156012], [-1.512329, -2.537826, 1.240276], [-2.782184, -5.407248, -1.649100], [-1.586097, -6.033596, -0.488588], [-1.536587, -4.328167, -0.986322], [-4.523403, -6.389259, 0.129194], [-5.644449, -5.095510, 2.290219], [-4.746558, -3.345512, 3.875729], [-4.886940, -2.041874, 2.667371], [-3.318278, -2.394237, 3.424298]],
  "atomic_forces_ev_per_a": [[-0.719, -0.284, -1.041], [-0.050, -0.004, 0.061], [-0.032, -0.007, -0.099], [0.024, 0.041, -0.013], [0.005, -0.023, -0.004], [-0.025, -0.011, 0.003], [0.128, -0.023, 0.068], [0.137, 0.002, -0.061], [0.295, -0.526, 0.441], [-0.148, 0.270, -0.076], [0.023, 0.037, 0.023], [-0.025, -0.021, 0.001], [0.029, -0.001, -0.008], [-0.005, 0.040, 0.018], [0.057, -0.062, -0.048], [-0.018, -0.019, 0.075], [-0.126, -0.470, 0.019], [-0.019, 0.020, 0.009], [0.016, -0.007, -0.012], [0.006, 0.021, 0.065], [0.040, 0.003, -0.243], [-0.038, 0.525, 0.281], [0.260, 0.270, 0.372], [0.003, -0.007, 0.008], [-0.025, -0.001, 0.000], [-0.030, 0.002, -0.016], [-0.023, 0.004, 0.006], [0.002, 0.020, 0.001], [-0.001, 0.007, 0.083], [-0.037, 0.049, 0.034], [0.022, 0.017, -0.001], [-0.002, -0.010, 0.019], [-0.014, -0.008, 0.008], [-0.033, -0.005, -0.021], [-0.015, -0.010, -0.010], [0.003, 0.013, 0.003], [0.001, 0.044, -0.015], [-0.007, 0.002, 0.031], [-0.014, 0.008, 0.019], [0.049, -0.002, -0.016], [-0.011, 0.000, 0.020], [-0.029, 0.122, -0.106], [0.083, 0.390, -0.421], [-0.233, -0.066, 0.033], [0.121, 0.236, -0.432], [0.234, -0.151, -0.040], [-0.009, -0.025, 0.288], [0.109, -0.576, 0.660], [-0.313, 0.373, -0.550], [0.182, 0.021, 0.128], [0.049, -0.251, 0.247], [-0.061, 0.189, 0.042], [-0.037, -0.136, -0.207], [-0.034, 0.153, 0.196], [0.170, -0.043, 0.169], [0.028, 0.093, -0.198], [-0.035, 0.038, -0.034], [0.012, -0.073, 0.058], [0.028, -0.030, 0.018], [-0.007, 0.070, 0.030], [-0.014, -0.024, -0.037], [-0.001, -0.092, 0.004], [-0.021, 0.052, 0.004], [0.023, -0.063, -0.011], [-0.015, -0.047, 0.028], [-0.048, 0.002, 0.047], [0.036, -0.007, -0.013], [-0.097, -0.057, 0.090], [-0.044, 0.050, -0.039], [-0.011, 0.009, 0.026], [0.069, -0.015, -0.005], [-0.014, -0.021, -0.013], [0.038, -0.067, -0.033], [0.110, 0.064, 0.126], [0.064, 0.073, -0.087], [0.044, 0.012, 0.021], [-0.037, -0.002, -0.022], [0.037, 0.023, -0.055], [-0.054, -0.032, -0.006], [0.028, 0.039, 0.025], [0.054, 0.043, -0.014], [0.045, -0.027, -0.023], [0.002, -0.051, 0.025], [-0.025, 0.035, -0.218], [-0.016, -0.046, 0.043], [0.034, 0.200, 0.069], [0.192, -0.071, 0.002], [-0.200, -0.135, 0.137], [-0.022, 0.271, -0.167], [0.032, 0.050, -0.046], [-0.034, -0.016, 0.003], [0.011, -0.026, -0.008], [0.006, 0.026, -0.005], [-0.023, -0.020, 0.021], [-0.015, 0.015, -0.030], [0.033, 0.008, 0.013], [-0.026, -0.022, 0.015], [0.028, 0.023, 0.017], [0.005, -0.007, -0.033], [0.012, -0.015, 0.007], [-0.021, 0.001, 0.019], [0.004, -0.012, -0.004], [0.002, -0.002, -0.003], [0.000, -0.002, -0.020], [0.145, 0.170, 0.169], [-0.173, -0.661, -0.085], [-0.136, 0.114, 0.098], [-0.283, -0.029, 0.009], [0.110, 0.206, 0.077], [-0.033, 0.031, -0.091], [0.000, 0.017, 0.002], [0.023, -0.015, 0.008], [0.050, 0.009, 0.009], [-0.046, -0.024, -0.064], [-0.006, 0.029, 0.027], [0.012, -0.021, -0.014], [0.012, 0.035, 0.000], [-0.008, 0.004, -0.013], [-0.018, -0.031, 0.032], [-0.046, -0.048, 0.014], [0.014, -0.074, -0.004], [0.092, -0.032, -0.056], [0.034, -0.037, 0.084], [0.011, 0.004, -0.020], [0.022, -0.015, -0.011], [0.013, -0.021, 0.003], [-0.018, 0.019, 0.041], [-0.097, 0.032, 0.088], [-0.043, -0.036, -0.147], [0.114, 0.036, -0.122], [0.020, 0.151, 0.080], [-0.054, 0.021, 0.209], [0.024, -0.134, -0.129], [-0.077, -0.353, -0.236], [0.087, 0.210, 0.371], [0.002, -0.007, -0.009], [0.048, -0.014, -0.036], [0.044, 0.022, -0.020], [0.017, 0.041, 0.008], [0.041, 0.010, -0.015], [-0.005, 0.018, 0.008], [-0.002, 0.017, 0.004], [-0.002, 0.009, 0.018]]
}



{
  "formula": "C8H13N2O",
  "method": "ωB97M-V with the def2-TZVPD basis set",
  "relative_energy_kcal_mol": 45.9,
  "fmax_ha_per_bohr": 0.0906,
  "gap_ha": [0.1582, 0.1587],
  "mol_weight_da": 153.205,
  "total_charge": -1,
  "species": ["C", "C", "C", "C", "C", "C", "C", "C", "N", "N", "O", "H", "H", "H", "H", "H", "H", "H", "H", "H", "H", "H", "H", "H"],
  "positions_angstrom": [[-3.201981, 0.770141, -0.768049], [-0.109704, -1.103163, -0.423952], [1.305503, -1.065206, -0.971277], [-0.765973, 0.264667, -0.500526], [2.236605, 0.015041, -0.384483], [-2.128830, 0.465263, -0.010000], [2.114630, 0.022659, 1.182498], [-2.417967, 0.421917, 1.534414], [-4.126943, 0.985878, -1.438526], [1.806715, 1.309034, -0.909976], [2.018305, 1.502545, -2.161128], [-0.653500, -1.939825, -0.968611], [-0.054534, -1.382400, 0.617278], [1.781432, -2.002290, -0.959838], [1.192485, -1.148315, -2.060943], [-0.052815, 0.895274, 0.078365], [-0.766879, 0.696798, -1.456112], [3.377244, -0.145070, -0.657751], [1.190087, 0.449185, 1.579283], [2.812107, 0.700197, 1.697975], [2.142514, -1.012499, 1.350866], [-2.390976, 1.434242, 2.014938], [-1.898773, -0.341412, 2.005163], [-3.408749, 0.207330, 1.610395]],
  "atomic_forces_ev_per_a": [[0.460, -0.197, -0.503], [-0.139, -1.087, -0.524], [-0.284, -0.192, -1.233], [-0.033, 0.312, 1.064], [1.043, -0.017, -0.120], [0.089, -0.621, 3.141], [-0.200, 1.892, -1.294], [0.971, 2.681, -2.765], [-1.348, 0.459, -0.813], [1.070, 1.958, -4.014], [-0.558, -1.228, 4.461], [0.339, 1.128, 0.605], [-0.280, -0.310, 0.520], [0.843, -1.618, 1.376], [0.264, 1.649, -0.220], [-0.281, 0.143, -0.224], [0.462, 0.197, -1.808], [-2.248, 0.223, 0.225], [-0.403, -0.448, -0.616], [0.625, -0.879, -0.389], [0.486, -1.282, 1.385], [0.813, -0.617, 0.064], [1.366, -1.164, 1.300], [-3.056, -0.981, 0.382]]
}